35
Properties=species:S:1:pos:R:3:mulliken_charge:R:1 method="wB97M-V/def2-TZVPD" total_charge=+2 multiplicity=5 e_above_lowest_kcal_mol=0.00 s2=6.044 lumo_ev="-7.214 / -10.125" gap_ev="5.36 / 5.35"
C -2.537 1.438 -0.672 -0.64
C -1.598 2.432 -0.781 -0.43
H -2.878 1.080 0.307 0.37
H -3.021 0.984 -1.548 0.32
H -1.277 2.842 -1.749 0.30
H -1.165 2.907 0.109 0.30
Rh -0.204 0.221 -0.785 0.21
C -0.515 -1.341 -1.988 -0.32
C -0.755 -0.113 -2.685 -0.94
C 1.420 -0.056 -1.897 -0.24
C 0.838 -1.309 -1.488 -0.72
H -1.679 0.145 -3.192 0.64
H 0.574 1.652 -3.088 0.52
H 2.429 0.286 -1.664 0.53
C 0.430 0.674 -2.628 -0.56
H 1.315 -2.070 -0.877 0.46
H -1.238 -2.146 -1.854 0.54
N -2.802 -1.973 0.663 -0.29
C -1.638 -1.938 1.340 0.54
N -0.672 -1.068 1.159 0.18
C 0.407 -1.275 2.008 -0.12
C 0.262 -2.397 2.809 -0.26
S -1.273 -3.132 2.577 -0.08
C 1.470 -0.321 1.892 0.01
C 2.690 -0.209 2.545 -0.25
S 3.527 1.208 2.048 -0.09
C 2.227 1.575 0.931 0.56
N 1.256 0.691 0.967 0.10
N 2.286 2.632 0.099 -0.28
H -3.501 -2.629 0.995 0.25
H -3.035 -1.244 0.008 0.14
H 1.044 -2.749 3.467 0.42
H 3.047 -0.946 3.247 0.42
H 3.063 3.270 0.207 0.23
H 1.503 2.881 -0.484 0.16